1.
DFT (the ωB97M-V functional and the def2-TZVPD basis) results for a 2-piece molecular cluster, CH4N3O overall at a distorted geometry.

```
9
Properties=species:S:1:pos:R:3:mulliken_charge:R:1
C 0.8237 -0.8765 -1.0299 -0.657
N -1.1482 1.7298 0.8418 -0.624
N -0.1327 0.0339 -1.1221 -0.602
N -0.8733 0.7392 1.5403 0.420
O -1.1894 0.5849 2.7223 -0.598
H 1.2205 -1.4334 -1.8919 0.269
H 0.5433 -1.8720 -0.4331 0.157
H 1.6509 -0.4392 -0.4373 0.214
H -0.8948 1.5332 -0.1902 0.422
```

Properties
Electronic energy: -7613.6132 eV
Charge: -1
HOMO energy (spin up / spin down): -1.663 / -2.813 eV
E_LUMO (spin up / spin down): 3.1 / 4.6 eV

***

2.
DFT (the ωB97M-V functional and the def2-TZVPD basis) results for a 2-piece molecular cluster, CH4N3O3 overall at a distorted geometry.

```
11
Properties=species:S:1:pos:R:3:mulliken_charge:R:1
C 0.1284 -0.1408 0.3055 0.683
N 1.0095 -0.2217 1.2508 -0.398
N -0.7599 -1.1298 0.3038 -0.089
N 0.7818 2.6255 -1.3379 0.646
O 0.2024 0.6366 -0.6664 -0.663
O 0.1354 2.5189 -2.2077 0.171
O -1.7445 -1.2339 -0.6012 -0.405
H 0.9947 -0.8919 2.0953 0.252
H 1.8391 0.2005 1.0567 0.199
H -0.6685 -2.0027 0.8984 0.258
H -1.9184 -0.3607 -1.0972 0.346
```

Properties
Electronic energy: -11702.9202 eV
Charge: +1
HOMO energy: -13.126 eV
E_LUMO: -7.5 eV

***

3.
DFT (the ωB97M-V functional and the def2-TZVPD basis) results for one molecule with the formula CH4N3P at a distorted geometry.

```
9
Properties=species:S:1:pos:R:3:mulliken_charge:R:1
C 0.3639 0.5571 -0.7606 -0.332
N 1.6704 0.1826 -0.5655 -0.271
N 1.7068 -0.8248 0.4787 -0.239
N 0.5082 -1.2004 0.8979 -0.015
P -0.9237 -0.4037 0.2610 0.030
H 0.2203 1.6184 -0.4732 0.271
H 0.2383 0.4360 -1.9827 0.239
H 0.5277 -2.0785 1.5020 0.286
H -1.1197 0.4901 1.2539 0.031
```

Properties
Electronic energy: -14857.4416 eV
SMILES string: C1N=NNP1
Charge: 0
HOMO energy: -8.511 eV
E_LUMO: 0.6 eV

***

4.
DFT (the ωB97M-V functional and the def2-TZVPD basis) results for a 2-piece molecular cluster, CH4N3P overall at a distorted geometry.

```
9
Properties=species:S:1:pos:R:3:mulliken_spin:R:1
C -0.1676 1.0069 -0.0573 0.508
N 1.1374 0.6701 -0.2952 -0.042
N 1.3914 -0.5032 -0.6117 0.262
N 0.3107 -1.2100 -0.7495 0.219
P -1.1854 -0.4977 -0.2563 0.045
H -0.3332 1.7621 1.7155 0.886
H -0.5787 1.8864 -0.4093 0.006
H 0.3796 -2.2039 -0.4388 -0.006
H -0.9543 -0.9107 1.1027 0.120
```

Properties
Electronic energy: -14854.0186 eV
Charge: 0
Expectation value of S²: 2.015
2S+1: 3
HOMO energy (spin up / spin down): -7.249 / -9.957 eV
E_LUMO (spin up / spin down): 0.7 / -2.1 eV

***

5.
DFT (the ωB97M-V functional and the def2-TZVPD basis) results for an isolated ion of composition CH4N3S2 and charge +1 at a distorted geometry.

```
10
Properties=species:S:1:pos:R:3:mulliken_charge:R:1
C -0.4182 0.4695 1.0912 0.566
N -0.2976 -0.6837 1.1534 -0.246
N -0.7286 1.7049 0.9777 -0.387
N 0.7563 -0.4727 -1.0979 -0.534
S -0.4750 -3.0308 -1.0921 0.007
S 0.6835 -1.8835 -0.1645 0.437
H -1.2865 1.9869 0.1727 0.271
H -0.6428 2.3559 1.7467 0.272
H 1.4284 0.1846 -0.7119 0.298
H 0.9804 -0.6311 -2.0752 0.317
```

Properties
Electronic energy: -27233.5376 eV
Charge: +1
HOMO energy: -14.140 eV
E_LUMO: -6.0 eV

***

6.
DFT (the ωB97M-V functional and the def2-TZVPD basis) results for CH4N4 as an isolated structure at a distorted geometry.

```
9
Properties=species:S:1:pos:R:3:mulliken_charge:R:1
C -1.2951 -0.9866 -0.0245 0.079
N -2.1883 -0.0474 0.0542 -0.570
N -1.1611 0.8718 0.1239 -0.233
N -0.2698 -0.1340 -0.1477 0.117
N 1.0860 -0.2893 0.1290 -0.534
H -1.0907 -1.9760 -0.2402 0.386
H -0.9786 1.8825 -0.7966 0.285
H 1.4188 -0.3626 1.0917 0.224
H 1.5493 0.4147 -0.4833 0.246
```

Properties
Electronic energy: -7056.2745 eV
Charge: 0
HOMO energy: -9.165 eV
E_LUMO: 0.6 eV

***

7.
DFT (the ωB97M-V functional and the def2-TZVPD basis) results for CH4N4 as an isolated structure at a distorted geometry.

```
9
Properties=species:S:1:pos:R:3:mulliken_charge:R:1
C 0.9700 -0.8598 -0.0905 -0.015
N 1.8679 0.0935 -0.1603 -0.464
N 0.7588 0.9801 -0.2395 -0.154
N -0.0819 -0.0330 0.1516 -0.013
N -1.6660 -0.1417 -0.3403 -0.484
H 1.3785 -1.8765 -0.0455 0.347
H 0.6412 1.8442 0.2600 0.217
H -1.9601 0.8377 0.0670 0.280
H -1.9084 -0.8445 0.3974 0.286
```

Properties
Electronic energy: -7056.8690 eV
Charge: 0
HOMO energy: -9.189 eV
E_LUMO: 0.8 eV

***

8.
DFT (the ωB97M-V functional and the def2-TZVPD basis) results for a 2-piece molecular cluster, CH4N4 overall at a distorted geometry.

```
9
Properties=species:S:1:pos:R:3:mulliken_charge:R:1
C 0.8317 0.4571 0.2762 -0.500
N 2.5389 -2.3770 0.6112 -0.002
N 1.8676 -3.0596 1.1473 -0.005
N -0.0043 -0.3968 -0.2419 0.219
N -0.4080 -1.5654 0.2568 -0.748
H 1.0765 1.2468 -0.3635 0.255
H 0.9340 0.5290 1.2992 0.329
H -0.2433 -0.0791 -1.2280 0.259
H -0.9658 -1.9773 -0.5806 0.192
```

Properties
Electronic energy: -7060.2079 eV
Charge: 0
HOMO energy (spin up / spin down): -7.992 / -7.990 eV
E_LUMO (spin up / spin down): 0.8 / 0.8 eV

***

9.
DFT (the ωB97M-V functional and the def2-TZVPD basis) results for one molecule with the formula CH4N4S at a distorted geometry.

```
10
Properties=species:S:1:pos:R:3:mulliken_charge:R:1
N -1.4866 -0.6373 -0.0462 -0.611
N -0.1448 -0.2776 0.1934 0.503
C 0.3767 1.0967 -0.2178 -0.422
S 2.1644 0.8222 0.0610 -0.004
N 2.0335 -0.8429 0.2599 -0.187
N 0.7580 -1.2509 0.2374 -0.339
H -1.4663 -1.4477 -0.5614 0.243
H -2.0860 -0.6328 0.8367 0.252
H -0.1020 1.2615 -1.1832 0.313
H -0.0469 1.9088 0.4201 0.254
```

Properties
Electronic energy: -17893.9845 eV
SMILES string: NN1CSN=N1
Charge: 0
HOMO energy: -8.056 eV
E_LUMO: 0.7 eV

***

10.
DFT (the ωB97M-V functional and the def2-TZVPD basis) results for a 2-piece molecular cluster, CH4N4S2 overall at a distorted geometry.

```
11
Properties=species:S:1:pos:R:3:mulliken_charge:R:1
S -0.1594 -1.5147 -0.0079 -0.243
C -0.9018 -0.1562 0.7640 0.676
N -0.6021 1.1275 0.5134 -0.254
N -1.4145 1.8522 1.2108 -0.392
N -2.1799 0.9934 1.8326 0.387
N -1.9070 -0.2688 1.5942 -0.578
H -0.6258 -2.4490 0.8483 0.161
H -2.8451 1.3232 2.4869 0.243
S 3.0527 -0.6628 -3.2151 -0.294
H 3.9708 -0.0654 -3.9597 0.143
H 3.6122 -0.1793 -2.0676 0.150
```

Properties
Electronic energy: -28731.1112 eV
SMILES string: Sc1nn[nH]n1.S
Charge: 0
HOMO energy: -9.451 eV
E_LUMO: 0.8 eV

***

11.
DFT (the ωB97M-V functional and the def2-TZVPD basis) results for one molecule with the formula CH4N6 at a distorted geometry.

```
11
Properties=species:S:1:pos:R:3:mulliken_charge:R:1
N -1.7830 -0.4350 0.0921 -0.420
C -0.7310 0.4023 0.0249 0.440
N -0.8203 1.7236 0.0271 -0.417
N 0.5381 2.1766 0.0207 -0.278
N 1.3501 1.1868 0.0394 -0.335
N 0.6131 0.0786 -0.0165 0.621
N 1.2361 -1.2085 -0.0141 -0.735
H -1.4463 -1.4208 -0.0190 0.261
H -2.6277 -0.1829 -0.4142 0.267
H 2.0736 -1.0274 -0.6555 0.327
H 1.5973 -1.2932 0.9150 0.269
```

Properties
Electronic energy: -10040.2575 eV
SMILES string: Nc1nnnn1N
Charge: 0
HOMO energy: -9.559 eV
E_LUMO: 0.7 eV

***

12.
DFT (the ωB97M-V functional and the def2-TZVPD basis) results for a 3-piece molecular cluster, CH4N6O overall at a distorted geometry.

```
12
Properties=species:S:1:pos:R:3:mulliken_charge:R:1
C -0.3087 -0.9605 -0.1313 0.580
H 2.3685 -0.6473 -0.9281 0.259
H 2.3429 -0.3141 0.7697 0.243
H -0.0893 2.2013 1.4564 0.178
H 0.7243 1.5038 -0.8114 0.367
N 1.7546 -0.2939 -0.1249 -0.400
N 0.8523 -1.3673 0.2142 -0.537
N -2.6540 -0.8657 0.1299 -0.081
N -2.2239 0.4099 -0.1139 -0.267
N -0.8494 0.3406 -0.2086 0.633
N -0.5015 1.6781 -0.0891 -0.693
O -1.4158 -1.6850 -0.1628 -0.281
```

Properties
Electronic energy: -12079.3011 eV
Charge: 0
HOMO energy: -9.024 eV
E_LUMO: -0.9 eV

***

13.
DFT (the ωB97M-V functional and the def2-TZVPD basis) results for a 2-piece molecular cluster, CH4NO overall at a distorted geometry.

```
7
Properties=species:S:1:pos:R:3:mulliken_charge:R:1
C -0.4277 -0.3917 0.1719 -0.809
N -0.1480 0.4882 -0.8772 -0.348
O -0.1812 1.7082 -0.5398 -0.408
H -1.4434 -0.4860 0.4662 0.398
H -0.2389 -1.5740 0.0429 0.203
H 0.1164 -0.1652 1.1391 0.210
H 2.3229 0.4206 -0.4031 -0.245
```

Properties
Electronic energy: -4634.1964 eV
Charge: -1
HOMO energy (spin up / spin down): -0.995 / -2.807 eV
E_LUMO (spin up / spin down): 4.4 / 4.8 eV

***

14.
DFT (the ωB97M-V functional and the def2-TZVPD basis) results for CH4NO as an isolated structure at a distorted geometry.

```
7
Properties=species:S:1:pos:R:3:mulliken_charge:R:1
C 0.5668 -1.0095 -0.2239 -0.385
N 0.3399 -0.4705 0.9199 -0.450
O -0.2059 -1.0160 2.0150 -0.599
H 1.1438 -0.5307 -1.0271 0.232
H -2.8302 -2.2631 0.2764 0.283
H 0.3331 -2.0630 -0.7361 0.225
H -2.1335 -1.8879 0.5295 -0.307
```

Properties
Electronic energy: -4636.2145 eV
Charge: -1
HOMO energy: -1.972 eV
E_LUMO: 5.1 eV

***

15.
DFT (the ωB97M-V functional and the def2-TZVPD basis) results for a 2-piece molecular cluster, CH4NO2 overall at a distorted geometry.

```
8
Properties=species:S:1:pos:R:3:mulliken_charge:R:1
O -1.2292 -1.8538 0.0657 -0.704
H -2.0068 -1.8524 -0.5429 0.289
C 0.0575 1.4464 -0.3013 -0.623
N 1.4469 0.9612 0.0277 -0.480
O -0.7513 1.2079 0.6924 -0.389
H -0.8819 -0.9006 0.1481 0.370
H 1.4343 0.2435 0.6993 0.244
H 1.9305 0.7479 -0.7891 0.294
```

Properties
Electronic energy: -6686.3669 eV
Charge: -1
HOMO energy: -2.081 eV
E_LUMO: 4.4 eV

***

16.
DFT (the ωB97M-V functional and the def2-TZVPD basis) results for an isolated ion of composition CH4NO2 and charge +1 at a distorted geometry.

```
8
Properties=species:S:1:pos:R:3:mulliken_charge:R:1
C -0.7770 0.0493 1.0104 -0.515
N 0.2122 0.2471 0.0911 0.101
O 1.2418 -0.3483 -1.9649 -0.256
O 0.2720 -0.4172 -0.9621 0.255
H -1.5367 -0.7020 0.7880 0.389
H -0.2550 -0.1393 1.9663 0.302
H -1.2022 1.0490 1.2200 0.301
H 2.0449 0.2615 -2.1488 0.422
```

Properties
Electronic energy: -6671.9765 eV
Charge: +1
HOMO energy: -18.106 eV
E_LUMO: -7.8 eV

***

17.
DFT (the ωB97M-V functional and the def2-TZVPD basis) results for a 2-piece molecular cluster, CH4NO2 overall at a distorted geometry.

```
8
Properties=species:S:1:pos:R:3:mulliken_charge:R:1
C 1.5946 -0.3818 -0.0184 -0.124
N -0.8183 0.4184 -0.0226 -0.200
O -2.9470 0.0816 0.0586 -0.265
O -1.7942 -0.3523 -0.0371 0.340
H 1.7238 -0.2026 1.0401 0.322
H 1.3174 -1.3702 -0.3640 0.308
H 1.8906 0.3732 -0.7338 0.312
H -0.9668 1.4338 0.0772 0.307
```

Properties
Electronic energy: -6669.8357 eV
Charge: +1
HOMO energy (spin up / spin down): -16.330 / -16.328 eV
E_LUMO (spin up / spin down): -8.3 / -8.3 eV

***

18.
DFT (the ωB97M-V functional and the def2-TZVPD basis) results for one molecule with the formula CH4NO2P at a distorted geometry.

```
9
Properties=species:S:1:pos:R:3:mulliken_charge:R:1
O 1.5748 0.1094 -2.2079 -0.469
N 1.3445 0.9908 -1.3832 0.694
O 1.3517 2.2053 -1.6338 -0.485
C 0.7120 0.5375 -0.0486 -0.442
P -0.9479 -0.0065 -0.6101 -0.128
H 1.3645 -0.2887 0.3719 0.314
H 0.6573 1.4710 0.4966 0.340
H -0.6933 -0.2585 -1.9798 0.104
H -1.3390 1.4226 -1.0332 0.071
```

Properties
Electronic energy: -15971.7030 eV
SMILES string: O=[N+]([O-])CP
Charge: 0
HOMO energy: -10.258 eV
E_LUMO: -0.1 eV

***

19.
DFT (the ωB97M-V functional and the def2-TZVPD basis) results for CH4NO2S2 as an isolated structure at a distorted geometry.

```
10
Properties=species:S:1:pos:R:3:mulliken_charge:R:1
N 0.4881 -2.5417 2.0030 -0.470
C 0.1449 -2.1813 0.6774 0.563
O -0.3332 -3.0581 -0.0512 -0.720
O 0.4059 -0.9792 0.3988 -0.732
H 0.5754 -1.7734 2.6450 0.202
H 0.0986 -3.3960 2.3568 0.197
S -0.4724 3.0823 -1.1215 -0.358
S 0.0874 1.1525 -0.3173 0.058
H 0.5411 3.2647 -1.9834 0.100
H -0.6552 0.5172 -1.2153 0.159
```

Properties
Electronic energy: -28359.5097 eV
Charge: -1
HOMO energy: -4.626 eV
E_LUMO: 3.2 eV

***

20.
DFT (the ωB97M-V functional and the def2-TZVPD basis) results for a 2-piece molecular cluster, CH4NO3 overall at a distorted geometry.

```
9
Properties=species:S:1:pos:R:3:mulliken_charge:R:1
N -0.0353 1.5554 -0.4109 -0.453
C -0.4450 0.5428 0.5115 0.632
O 0.4965 -0.0758 1.0630 -0.846
O -1.6698 0.4147 0.6686 -0.718
H 0.9101 1.8788 -0.2724 0.202
H -0.6295 2.3448 -0.5893 0.189
H -0.0257 -2.8140 -0.4165 0.292
H 0.6379 -1.5624 0.0532 0.378
O 0.7609 -2.2843 -0.6072 -0.677
```

Properties
Electronic energy: -8736.8368 eV
Charge: -1
HOMO energy: -4.293 eV
E_LUMO: 4.5 eV